Entry 1:
A 2-piece molecular cluster, C2H2F2N2S overall in a non-equilibrium geometry, computed with the ωB97M-V functional and the def2-TZVPD basis.

As for the SMILES: F/N=[NH+]\[S-].C#CF. Its multiplicity is 1. For the calculated total energy, the calculation gives -784.58937 hartree. The value obtained for the HOMO-LUMO gap (alpha / beta) is 8.48 / 8.48 eV. Its LUMO energy (alpha / beta) is -0.80 / -0.81 eV. The strongest force on any atom comes out at 2.734 eV/A.

```
9
Properties=species:S:1:pos:R:3:forces:R:3:nbo_charge:R:1
F -2.0781 0.5707 0.2088 -0.0808 -1.0146 0.7849 -0.188
N -2.7998 -0.5823 0.2704 -1.5115 -1.4704 -0.4157 0.182
N -2.5200 -1.2937 1.2921 1.2215 2.4000 0.4732 -0.386
S -1.4127 -0.9024 2.4543 0.0939 -0.4209 0.3497 -0.052
H -3.1103 -2.1018 1.5264 -0.0396 0.3590 -1.1155 0.445
C 0.6510 1.4329 0.4533 0.2056 0.6276 1.1191 -0.413
C 0.2629 1.5752 -0.6748 0.7577 -0.1641 1.5155 0.407
F -0.1415 1.6657 -1.8739 -0.1956 -0.0096 -0.5852 -0.259
H 0.9181 1.4944 1.5455 -0.4512 -0.3071 -2.1261 0.263
```
Positions in Å, forces in eV/Å.


Entry 2:
A single C2H2F2O molecule in a non-equilibrium geometry, computed with the ωB97M-V functional and the def2-TZVPD basis.

As for the SMILES: O=CC(F)F. Its multiplicity is 1. For the calculated total energy, the calculation gives -352.30859 hartree. The value obtained for the HOMO-LUMO gap is 10.60 eV. Its LUMO energy is -0.36 eV. The strongest force on any atom comes out at 6.139 eV/A.

```
7
Properties=species:S:1:pos:R:3:forces:R:3:nbo_charge:R:1
O -1.4461 -0.1283 1.0673 5.6546 2.2602 0.7747 -0.444
C -0.2355 0.2163 0.8233 -4.4895 0.0396 2.5300 0.315
C 0.2018 -0.1691 -0.5130 2.8131 -2.9743 -1.9521 0.471
F -0.8647 -0.8975 -1.0230 2.0671 0.9528 -0.9018 -0.321
F 0.5160 0.9494 -1.2392 -0.7472 -0.4256 0.0153 -0.331
H 0.5461 0.8732 1.4457 -2.0139 -1.3701 -0.7590 0.161
H 1.2825 -0.8439 -0.5611 -3.2843 1.5174 0.2928 0.148
```
Positions in Å, forces in eV/Å.


Entry 3:
A 2-piece molecular cluster, C2H2F2O2 overall in a non-equilibrium geometry, computed with the ωB97M-V functional and the def2-TZVPD basis.

Its multiplicity is 1. For the calculated total energy, the calculation gives -427.46014 hartree. The value obtained for the HOMO-LUMO gap is 9.94 eV. Its LUMO energy is 0.58 eV. The strongest force on any atom comes out at 4.087 eV/A.

```
8
Properties=species:S:1:pos:R:3:forces:R:3:nbo_charge:R:1
C -0.9018 0.4565 -0.8756 1.6052 1.0718 -0.2021 0.537
C 0.9249 -0.4599 0.8653 -1.2409 0.0379 0.9706 0.525
O -1.6704 -0.5084 -1.1508 -3.6757 -0.8780 1.5562 -0.662
O 1.7144 0.5334 1.1558 -2.1177 -0.9833 0.8669 -0.658
F -1.2893 1.2713 0.1130 -1.0859 -0.7869 -0.2993 -0.356
F 1.3459 -1.2269 -0.1278 1.1710 0.5796 0.0438 -0.350
H -2.6089 -0.6508 -0.6277 2.8609 0.8268 -1.1247 0.483
H 2.4852 0.5847 0.6478 2.4830 0.1321 -1.8114 0.481
```
Positions in Å, forces in eV/Å.


Entry 4:
C2H2F2OS as an isolated structure in a non-equilibrium geometry, computed with the ωB97M-V functional and the def2-TZVPD basis.

Its multiplicity is 1. For the calculated total energy, the calculation gives -750.47771 hartree. The value obtained for the HOMO-LUMO gap is 8.23 eV. Its LUMO energy is -1.55 eV. The strongest force on any atom comes out at 3.368 eV/A.

```
8
Properties=species:S:1:pos:R:3:forces:R:3:nbo_charge:R:1
C 0.7833 0.0302 0.7846 1.5759 -1.1897 0.6093 0.287
C 0.2770 0.5637 -0.5201 -2.6391 -1.8278 -1.0188 0.762
O 1.5715 -0.8908 0.9942 -1.8828 2.2422 -0.7429 -0.484
F -0.1686 1.8050 -0.4550 0.5628 -0.5459 -0.3524 -0.289
F 0.6637 0.2199 -1.7481 -0.0652 0.5685 1.7458 -0.277
S -1.7788 -0.6243 -0.0032 1.4140 1.9259 -0.0556 -0.292
H 0.2805 0.6957 1.5287 0.4981 -0.6825 0.2063 0.160
H -1.6287 -1.7993 -0.5812 0.5363 -0.4907 -0.3916 0.132
```
Positions in Å, forces in eV/Å.


Entry 5:
A 2-piece molecular cluster, C2H2F2OS overall in a non-equilibrium geometry, computed with the ωB97M-V functional and the def2-TZVPD basis.

Its multiplicity is 1. For the calculated total energy, the calculation gives -750.43915 hartree. The value obtained for the HOMO-LUMO gap (alpha / beta) is 7.80 / 7.81 eV. Its LUMO energy (alpha / beta) is -2.50 / -2.50 eV. The strongest force on any atom comes out at 3.055 eV/A.

```
8
Properties=species:S:1:pos:R:3:forces:R:3:nbo_charge:R:1
C -0.8721 0.5530 -0.5484 -0.3670 1.2008 -1.0325 0.331
C -0.0523 -0.1288 0.4640 3.0503 0.1370 0.0933 0.423
O -1.3984 -0.0702 -1.4321 0.0110 -0.2916 0.4020 -0.476
F 1.2972 1.0302 -1.1699 -1.4354 -0.9282 1.4223 -0.681
F 0.4202 0.5221 1.5024 -0.8373 -0.4656 -0.8824 -0.248
S 0.3710 -1.7503 0.2630 -0.3424 0.2842 -0.0596 0.317
H -0.9878 1.6323 -0.3843 0.0285 -0.0854 0.0336 0.178
H 1.2222 -1.7885 1.3053 -0.1077 0.1488 0.0232 0.157
```
Positions in Å, forces in eV/Å.


Entry 6:
A 2-piece molecular cluster, C2H2F2Si overall in a non-equilibrium geometry, computed with the ωB97M-V functional and the def2-TZVPD basis.

Its multiplicity is 1. For the calculated total energy, the calculation gives -566.58454 hartree. The value obtained for the HOMO-LUMO gap is 8.84 eV. Its LUMO energy is -1.00 eV. The strongest force on any atom comes out at 1.412 eV/A.

```
7
Properties=species:S:1:pos:R:3:forces:R:3:nbo_charge:R:1
C -0.5576 0.1573 -0.3164 -0.3695 -0.2916 -0.6463 -0.729
C -1.1108 1.1836 0.0228 0.9376 0.4241 0.9663 -0.105
F 1.5163 -0.2561 1.8308 -0.1734 0.0795 -0.6774 -0.570
F 0.8826 -1.7669 -1.5907 0.0742 0.1392 0.1435 -0.690
Si -0.6580 -1.3088 -1.4708 -0.1488 -0.2550 -0.1653 1.283
H 1.1670 -0.1140 0.9660 0.1719 -0.0488 0.7431 0.568
H -1.2395 2.1050 0.5583 -0.4920 -0.0474 -0.3639 0.244
```
Positions in Å, forces in eV/Å.


Entry 7:
A 2-piece molecular cluster, C2H2F3NO overall in a non-equilibrium geometry, computed with the ωB97M-V functional and the def2-TZVPD basis.

Its multiplicity is 1. For the calculated total energy, the calculation gives -506.79236 hartree. The value obtained for the HOMO-LUMO gap (alpha / beta) is 9.86 / 9.28 eV. Its LUMO energy (alpha / beta) is 0.31 / 0.20 eV. The strongest force on any atom comes out at 3.660 eV/A.

```
9
Properties=species:S:1:pos:R:3:forces:R:3:nbo_charge:R:1
C 1.2195 -0.6450 0.4647 0.8815 0.1389 -0.8305 -0.013
C 1.2527 2.6994 0.8509 -1.4712 -2.0415 -0.6300 0.977
N 0.2191 0.2738 0.6577 -2.8402 2.1591 -0.8166 -0.051
O 0.6367 -0.4599 1.6878 -0.0321 -0.6316 2.7376 -0.299
F 0.4508 3.2947 1.6918 0.0886 0.6138 0.1918 -0.310
F 2.4842 2.6582 1.2007 1.8001 0.2258 1.2043 -0.313
F 1.1763 3.1401 -0.3711 -0.5497 0.7751 -0.8335 -0.320
H 1.0886 -1.5352 -0.0446 -0.6130 -1.7728 -0.8841 0.170
H 2.0941 -0.1350 0.3029 2.7360 0.5332 -0.1389 0.160
```
Positions in Å, forces in eV/Å.


Entry 8:
A single C2H2F3NO4S2 molecule in a non-equilibrium geometry, computed with the ωB97M-V functional and the def2-TZVPD basis.

Its multiplicity is 1. For the calculated total energy, the calculation gives -1528.89561 hartree. The value obtained for the HOMO-LUMO gap (alpha / beta) is 7.50 / 7.49 eV. Its LUMO energy (alpha / beta) is -2.96 / -2.95 eV. The strongest force on any atom comes out at 2.419 eV/A.

```
14
Properties=species:S:1:pos:R:3:forces:R:3:nbo_charge:R:1
C 1.4273 0.0447 0.4817 -0.9950 1.8282 0.7291 -0.326
C 1.4535 -1.3881 0.0848 -0.2853 -0.5431 2.2385 0.826
N -2.0707 0.1376 -0.1314 -1.7936 -0.5338 1.2494 -1.079
O 1.7094 2.1849 -1.0362 0.2048 -0.1593 -0.0922 -0.842
O -0.0823 0.5203 -1.6023 1.2239 0.1673 -1.3736 -0.965
O -0.3653 1.8893 0.2903 0.3512 -0.2243 0.8304 -0.846
O -1.6074 0.8622 2.2634 -0.3347 0.0927 0.3115 -0.841
F 2.2491 -1.7999 -0.8385 1.7671 0.3190 -1.6210 -0.282
F 1.8431 -1.9571 1.2476 0.1375 -0.9947 0.2436 -0.319
F 0.2718 -1.8903 -0.1995 -1.6337 -0.4882 -0.2530 -0.314
S 0.7814 1.1861 -0.6604 -1.1489 0.2734 -0.8563 2.234
S -0.9834 0.5298 1.0321 1.0706 -0.3962 -1.5917 1.854
H -2.9937 -0.3146 0.1119 1.8061 0.7445 -0.1372 0.439
H -1.6329 -0.0049 -1.0438 -0.3699 -0.0858 0.3226 0.461
```
Positions in Å, forces in eV/Å.


Entry 9:
A single C2H2F5P molecule in a non-equilibrium geometry, computed with the ωB97M-V functional and the def2-TZVPD basis.

As for the SMILES: FC(F)(F)C(F)(F)P. Its multiplicity is 1. For the calculated total energy, the calculation gives -918.04898 hartree. The value obtained for the HOMO-LUMO gap is 11.63 eV. Its LUMO energy is 0.66 eV. The strongest force on any atom comes out at 5.288 eV/A.

```
10
Properties=species:S:1:pos:R:3:forces:R:3:nbo_charge:R:1
F -0.8213 1.7041 1.1693 -0.5584 0.0561 -0.3870 -0.273
C -0.6589 0.4458 0.8337 0.0963 -1.2574 4.0882 0.905
F 0.2182 -0.0815 1.7936 -0.6799 0.7265 -1.5220 -0.332
F -1.7945 -0.2846 1.0379 0.3888 0.9245 -0.5742 -0.313
C -0.1783 0.2361 -0.5407 4.3711 2.5252 -1.5746 0.366
F 1.0739 1.2254 -0.6331 -2.7382 -2.1161 0.4955 -0.414
F -1.0003 0.7376 -1.4252 -0.9713 0.3884 -0.4734 -0.285
P 0.4266 -1.4218 -0.9922 1.3508 -0.8456 -0.2074 0.282
H 1.0051 -1.5606 0.2868 -0.0561 -0.3455 -0.0863 0.019
H 1.7295 -1.0005 -1.5301 -1.2030 -0.0560 0.2411 0.044
```
Positions in Å, forces in eV/Å.


Entry 10:
C2H2FHgO2 as an isolated structure in a non-equilibrium geometry, computed with the ωB97M-V functional and the def2-TZVPD basis.

Its multiplicity is 1. For the calculated total energy, the calculation gives -480.76237 hartree. The value obtained for the HOMO-LUMO gap is 11.91 eV. Its LUMO energy is -5.09 eV. The strongest force on any atom comes out at 6.052 eV/A. The charge is +1.

```
8
Properties=species:S:1:pos:R:3:forces:R:3:nbo_charge:R:1
F 3.7858 0.6243 0.0357 6.0011 0.7165 0.3174 -0.652
O -1.9245 1.5538 0.0556 1.3316 -1.0899 -0.4495 -0.312
C -1.3046 0.5851 -0.0447 -1.2885 -0.0773 0.8839 0.848
C -0.8443 -0.8001 0.0192 -1.3282 0.7253 0.0263 -0.143
O 0.1984 0.1842 -0.2453 -2.5393 0.4946 -0.7387 -0.745
Hg 2.0417 0.4869 -0.0006 -2.5713 -0.4293 -0.0062 1.474
H -1.1217 -1.4085 -0.8507 0.3877 -0.1603 0.4640 0.268
H -0.8307 -1.2257 1.0308 0.0070 -0.1797 -0.4972 0.262
```
Positions in Å, forces in eV/Å.


Q: What is the formula in the fifth record?
A: C2H2F2OS